Record 1
Below is an isolated molecule of C10H16N2 at a distorted geometry, with properties calculated with ωB97M-V/def2-TZVPD.

The value obtained for the largest force on an atom is 7.030 eV/Å. The lowest unoccupied orbital energy comes out at 0.95 eV. For the HOMO energy, the calculation gives -7.603 eV. The energy relative to the best compared isomer or geometry (same formula, charge and spin) comes out at 86.47 kcal per mole. As for the total energy: -13605.20256 eV.

```
! wB97M-V def2-TZVPD RIJCOSX def2/J DEFGRID3
* xyz 0 1
C 3.036 -1.327 0.670
C 1.742 -1.503 -0.184
N 1.221 -0.086 -0.024
C 1.608 1.077 -0.806
C 1.311 2.359 -0.033
C -0.089 -0.273 -0.011
C -0.944 -0.581 -1.085
C -2.290 -0.874 -1.102
C -3.025 -0.222 -0.038
N -4.444 0.107 0.110
C -2.188 -0.152 1.167
C -0.799 -0.013 1.203
H 3.784 -0.812 0.023
H 2.828 -0.954 1.652
H 3.606 -2.218 0.977
H 1.060 -2.255 0.129
H 1.994 -1.651 -1.234
H 2.685 1.416 -0.895
H 1.175 0.952 -1.795
H 0.189 2.508 0.204
H 1.803 3.200 -0.607
H 1.909 2.349 1.072
H -0.584 -0.918 -2.118
H -2.843 -1.294 -1.862
H -4.762 0.200 1.205
H -4.879 0.667 -0.717
H -2.878 0.149 1.932
H -0.224 0.148 2.167
*
```

Results of the natural (NBO) charge analysis, in e, for atoms 1 through 5:
1 C -0.619
2 C -0.204
3 N -0.502
4 C -0.237
5 C -0.607

---

Record 2
Below is an isolated molecule of C4H8N2 at a distorted geometry, with properties calculated with ωB97M-V/def2-TZVPD.

The value obtained for the largest force on an atom is 4.252 eV/Å. The lowest unoccupied orbital energy comes out at 1.13 eV. For the HOMO energy, the calculation gives -7.812 eV. The energy relative to the best compared isomer or geometry (same formula, charge and spin) comes out at 126.01 kcal per mole. As for the total energy: -7252.41106 eV.

```
! wB97M-V def2-TZVPD RIJCOSX def2/J DEFGRID3
* xyz 0 1
C 2.016 0.441 -0.597
N 0.997 -0.037 0.307
N -0.142 -0.046 -0.468
C -1.335 -0.710 0.164
C -2.375 0.180 -0.416
C -1.027 0.947 -0.098
H 2.805 1.092 -0.060
H 2.319 -0.498 -1.075
H 1.640 1.226 -1.255
H 1.012 0.545 1.118
H -1.263 -0.983 1.332
H -2.579 0.023 -1.502
H -3.237 0.565 0.151
H -0.911 1.454 0.832
*
```

Results of the natural (NBO) charge analysis, in e, for atoms 1 through 5:
1 C -0.421
2 N -0.465
3 N -0.268
4 C -0.092
5 C -0.430

---

Record 3
Below is C18H20CoN4S7Si as an isolated structure at a distorted geometry, with properties calculated with ωB97M-V/def2-TZVPD.

The value obtained for the largest force on an atom is 1.005 eV/Å. The lowest unoccupied orbital energy (alpha / beta) comes out at -0.64 / 0.09 eV. For the HOMO energy (alpha / beta), the calculation gives -7.232 / -7.184 eV. The energy relative to the best compared isomer or geometry (same formula, charge and spin) comes out at 11.14 kcal per mole. As for the total energy: -146303.72964 eV.

```
! wB97M-V def2-TZVPD RIJCOSX def2/J DEFGRID3
* xyz 0 2
Co 0.295 0.102 0.090
N -0.087 -1.101 3.305
C 1.167 -1.160 2.799
N 1.464 -0.666 1.628
C 2.801 -0.868 1.320
C 3.519 -1.500 2.264
S 2.503 -1.882 3.610
C 3.201 -0.390 -0.012
C 4.384 -0.484 -0.642
S 4.257 0.188 -2.229
C 2.600 0.545 -1.941
N 2.182 0.204 -0.752
N 1.806 1.182 -2.837
H -0.741 -0.505 2.816
H -0.245 -1.261 4.283
H 4.564 -1.763 2.261
H 5.312 -0.901 -0.286
H 2.059 1.177 -3.809
H 0.818 1.190 -2.625
C 0.157 -3.224 0.108
Si -0.473 -1.804 -0.925
C 0.262 -2.015 -2.621
C -2.321 -2.017 -1.061
C -3.101 -2.029 0.104
C -4.469 -2.253 0.061
C -5.097 -2.467 -1.160
C -4.351 -2.449 -2.331
C -2.978 -2.225 -2.280
H -0.108 -4.169 -0.382
H -0.288 -3.221 1.107
H 1.245 -3.182 0.221
H 0.005 -3.006 -3.011
H 1.353 -1.948 -2.564
H -0.086 -1.268 -3.341
H -2.630 -1.853 1.069
H -5.049 -2.256 0.977
H -6.165 -2.644 -1.198
H -4.839 -2.609 -3.285
H -2.419 -2.213 -3.210
C -0.498 4.817 -1.662
S -1.448 5.114 -0.157
C -0.443 4.246 0.984
C -0.377 2.908 1.135
S -1.305 1.684 0.277
S 0.764 2.390 2.351
C 1.376 3.924 2.855
S 2.496 4.113 4.044
S 0.604 5.200 2.011
H -1.068 5.245 -2.487
H -0.393 3.744 -1.816
H 0.480 5.293 -1.617
*
```

Results of the natural (NBO) charge analysis, in e, for atoms 1 through 5:
1 Co 0.585
2 N -0.793
3 C 0.279
4 N -0.597
5 C 0.085

---

Record 4
Below is C26H32Cl2CoGe2I2NO as an isolated structure, with properties calculated with ωB97M-V/def2-TZVPD.

The value obtained for the largest force on an atom is 0.968 eV/Å. The lowest unoccupied orbital energy (alpha / beta) comes out at 2.16 / 2.14 eV. For the HOMO energy (alpha / beta), the calculation gives -4.847 / -4.988 eV. As for the total energy: -222927.07825 eV.

```
! wB97M-V def2-TZVPD RIJCOSX def2/J DEFGRID3
* xyz -1 2
Co -1.786 -0.567 -0.809
C -1.445 1.471 3.485
C -2.438 0.702 2.616
Ge -1.651 -0.807 1.566
C -2.615 -2.366 2.311
C -2.099 -2.696 3.711
C 0.203 -0.935 2.196
C 1.219 -0.848 1.334
Ge 0.612 -0.481 -0.526
C 1.158 -1.561 -2.111
C 2.452 -2.366 -2.155
C 1.279 1.342 -0.951
C 2.788 1.412 -1.185
C 2.638 -0.883 1.776
C 3.661 -1.200 0.887
C 4.988 -1.251 1.288
C 5.330 -0.968 2.600
C 4.327 -0.629 3.500
C 3.005 -0.584 3.093
H -1.933 2.271 4.048
H -0.650 1.924 2.885
H -0.951 0.816 4.207
H -2.982 1.372 1.952
H -3.208 0.232 3.236
H -2.536 -3.237 1.667
H -3.666 -2.072 2.341
H -1.060 -3.030 3.679
H -2.685 -3.490 4.181
H -2.144 -1.825 4.373
H 0.401 -1.083 3.258
H 1.140 -0.830 -2.927
H 0.324 -2.229 -2.304
H 3.343 -1.735 -2.117
H 2.507 -2.933 -3.088
H 2.505 -3.083 -1.333
H 0.983 2.027 -0.153
H 0.753 1.666 -1.853
H 3.348 1.193 -0.275
H 3.092 2.405 -1.528
H 3.105 0.695 -1.947
H 3.408 -1.417 -0.140
H 5.755 -1.508 0.566
H 6.365 -1.000 2.919
H 4.578 -0.389 4.526
H 2.245 -0.294 3.807
Cl -2.234 4.800 -5.048
C -2.073 3.203 -4.368
C -2.011 2.122 -5.217
C -1.871 0.832 -4.714
I -1.739 -0.795 -5.997
C -1.805 0.585 -3.333
O -1.665 -0.575 -2.810
C -1.875 1.730 -2.468
N -1.779 1.449 -1.143
C -1.759 2.461 -0.284
C -1.873 3.789 -0.685
C -2.003 4.094 -2.023
C -1.993 3.047 -2.965
H -2.067 2.287 -6.284
H -1.646 2.203 0.759
H -1.860 4.569 0.063
H -2.098 5.117 -2.357
I -4.423 -0.366 -0.334
Cl -0.533 -3.601 -0.137
C -1.816 -2.531 -0.867
H -2.753 -2.900 -0.460
H -1.785 -2.748 -1.934
*
```

Results of the natural (NBO) charge analysis, in e, for atoms 1 through 5:
1 Co 0.680
2 C -0.611
3 C -0.856
4 Ge 1.241
5 C -0.841

---

Record 5
Below is C48H58BiBrN5OP2SSe as an isolated structure at a distorted geometry, with properties calculated with ωB97M-V/def2-TZVPD.

The value obtained for the largest force on an atom is 4.695 eV/Å. The lowest unoccupied orbital energy comes out at 2.15 eV. For the HOMO energy, the calculation gives -3.600 eV. The energy relative to the best compared isomer or geometry (same formula, charge and spin) comes out at 92.01 kcal per mole. As for the total energy: -230857.27965 eV.

```
! wB97M-V def2-TZVPD RIJCOSX def2/J DEFGRID3
* xyz -1 1
Bi -0.264 0.224 -0.731
C 4.486 -0.331 -1.200
C 4.014 0.336 -2.495
C 4.930 1.519 -2.805
P 2.193 0.767 -2.474
C 1.744 0.714 -4.275
C 0.389 1.405 -4.491
C 2.754 1.176 -5.327
C 2.186 2.490 -1.888
C 2.262 3.675 -2.612
C 2.263 4.919 -1.988
C 2.466 6.189 -2.780
C 2.109 4.945 -0.605
C 2.013 3.783 0.148
C 2.126 2.524 -0.463
N 2.103 1.294 0.165
C 2.618 1.017 1.384
C 3.560 1.832 2.068
C 4.161 1.424 3.242
C 3.888 0.187 3.827
C 4.541 -0.253 5.115
C 2.983 -0.625 3.163
C 2.335 -0.253 1.983
P 1.088 -1.332 1.219
C 1.937 -2.741 0.381
C 3.265 -3.177 0.997
C 0.972 -3.918 0.170
C 0.072 -2.043 2.606
C -0.433 -0.904 3.499
C 0.665 -3.150 3.495
H 5.474 -0.780 -1.347
H 3.802 -1.111 -0.872
H 4.560 0.396 -0.389
H 4.077 -0.406 -3.298
H 4.881 2.250 -1.996
H 4.673 2.032 -3.730
H 5.966 1.171 -2.886
H 1.574 -0.362 -4.399
H 0.441 2.478 -4.287
H -0.383 0.967 -3.849
H 0.056 1.272 -5.526
H 2.992 2.238 -5.231
H 2.326 1.031 -6.325
H 3.689 0.616 -5.289
H 2.329 3.640 -3.696
H 2.025 6.110 -3.777
H 3.529 6.409 -2.911
H 2.016 7.047 -2.278
H 2.054 5.906 -0.101
H 1.849 3.843 1.216
H 3.844 2.779 1.629
H 4.882 2.085 3.718
H 5.355 0.421 5.389
H 4.956 -1.260 5.031
H 3.831 -0.264 5.947
H 2.778 -1.602 3.583
H 2.134 -2.330 -0.615
H 3.138 -3.616 1.988
H 3.965 -2.347 1.091
H 3.721 -3.938 0.355
H 0.782 -4.469 1.091
H 1.411 -4.611 -0.552
H 0.021 -3.581 -0.243
H -0.781 -2.456 2.058
H 0.387 -0.494 4.092
H -1.194 -1.288 4.189
H -0.868 -0.093 2.911
H 1.262 -2.726 4.303
H 1.277 -3.873 2.968
H -0.159 -3.700 3.960
Br -7.531 0.278 2.895
C -5.715 0.514 2.361
C -4.738 0.789 3.329
C -3.417 0.906 2.944
C -3.002 0.756 1.581
O -1.794 0.813 1.219
C -4.024 0.584 0.635
C -3.706 0.642 -0.786
N -2.537 0.866 -1.252
C -2.362 0.910 -2.645
C -2.755 -0.119 -3.455
C -2.557 -0.063 -4.854
C -1.991 1.032 -5.434
C -1.571 2.118 -4.623
C -1.001 3.296 -5.160
C -0.616 4.301 -4.325
C -0.774 4.118 -2.931
N -1.302 3.052 -2.392
C -1.721 2.053 -3.221
C -5.355 0.435 1.031
H -5.021 0.915 4.367
H -2.651 1.142 3.674
H -4.557 0.521 -1.469
H -3.183 -1.002 -2.996
H -2.865 -0.904 -5.464
H -1.844 1.085 -6.507
H -0.878 3.380 -6.234
H -0.189 5.220 -4.706
H -0.444 4.893 -2.242
H -6.109 0.252 0.272
Se -0.706 -1.773 -2.189
C -4.641 -2.396 5.211
C -4.619 -3.287 4.013
C -5.100 -4.557 3.979
C -5.041 -5.240 2.740
N -4.523 -4.736 1.646
C -3.991 -3.466 1.675
S -3.273 -2.673 0.416
N -4.087 -2.785 2.885
C -5.581 -6.639 2.650
H -4.902 -2.964 6.102
H -5.379 -1.603 5.066
H -3.668 -1.922 5.357
H -5.532 -5.010 4.860
H -3.755 -1.824 2.861
H -6.398 -6.803 3.352
H -4.782 -7.350 2.880
H -5.913 -6.832 1.632
*
```

Results of the Löwdin charge analysis, in e, for atoms 1 through 5:
1 Bi 1.290
2 C -0.116
3 C -0.518
4 C -0.120
5 P 1.003

---

Record 6
Below is C32H52BLaN10PS4 as an isolated structure, with properties calculated with ωB97M-V/def2-TZVPD.

The value obtained for the largest force on an atom is 0.945 eV/Å. The lowest unoccupied orbital energy comes out at -2.74 eV. For the HOMO energy, the calculation gives -9.577 eV. The energy relative to the best compared isomer or geometry (same formula, charge and spin) comes out at 24.99 kcal per mole. As for the total energy: -103098.42458 eV.

```
! wB97M-V def2-TZVPD RIJCOSX def2/J DEFGRID3
* xyz 1 1
La -0.403 0.741 -0.524
C -4.886 0.154 -2.401
C -3.417 0.262 -2.126
N -2.924 0.272 -0.926
N -3.819 0.081 0.073
C -3.418 0.233 1.312
N -4.331 -0.108 2.252
S -1.916 0.846 1.902
C -2.470 0.309 -3.249
C -2.895 0.093 -4.560
C -1.960 0.035 -5.578
C -0.620 0.220 -5.277
C -0.281 0.482 -3.963
N -1.171 0.519 -2.973
H -5.427 0.185 -1.463
H -5.123 -0.781 -2.912
H -5.213 0.980 -3.035
H -5.285 -0.252 1.963
H -4.140 0.140 3.205
H -3.945 -0.046 -4.769
H -2.275 -0.160 -6.595
H 0.145 0.168 -6.038
H 0.751 0.662 -3.677
C 5.666 -2.976 -2.014
C 4.681 -1.807 -1.983
C 3.788 -1.924 -3.228
C 5.488 -0.506 -1.989
N 3.870 -1.907 -0.727
C 4.042 -2.923 0.192
C 3.165 -2.725 1.181
N 2.420 -1.580 0.918
B 1.390 -1.302 2.069
N -0.086 -1.847 1.771
C -0.827 -2.253 2.866
C -1.841 -3.019 2.443
N -1.767 -3.101 1.062
C -0.686 -2.366 0.668
S -0.130 -2.088 -0.923
C -2.788 -3.933 0.344
C -2.683 -3.914 -1.177
C -4.176 -3.411 0.724
C -2.604 -5.375 0.826
N 1.302 0.054 2.886
C 1.227 -0.141 4.255
C 1.015 1.037 4.857
N 0.950 2.004 3.876
C 1.138 1.388 2.665
S 1.386 2.185 1.175
C 0.789 3.461 4.203
C 2.115 4.174 3.927
C 0.472 3.564 5.694
C -0.384 4.106 3.457
C 2.861 -1.097 -0.283
S 2.299 0.237 -1.182
H 6.286 -2.878 -2.902
H 5.144 -3.933 -2.067
H 6.326 -2.969 -1.146
H 4.411 -2.190 -4.083
H 3.281 -0.991 -3.442
H 3.037 -2.704 -3.091
H 6.070 -0.454 -2.910
H 6.177 -0.476 -1.143
H 4.836 0.361 -1.942
H 4.764 -3.708 0.089
H 3.006 -3.328 2.054
H 1.775 -2.040 2.922
H -0.571 -1.964 3.868
H -2.600 -3.516 3.016
H -2.794 -2.907 -1.573
H -3.496 -4.530 -1.565
H -1.741 -4.326 -1.527
H -4.287 -2.374 0.408
H -4.359 -3.469 1.797
H -4.936 -4.011 0.222
H -1.577 -5.705 0.661
H -3.269 -6.030 0.262
H -2.839 -5.487 1.885
H 1.378 -1.103 4.707
H 0.915 1.246 5.905
H 2.917 3.721 4.512
H 2.035 5.225 4.208
H 2.376 4.113 2.873
H 1.296 3.208 6.314
H -0.436 3.012 5.942
H 0.308 4.613 5.934
H -0.156 4.259 2.411
H -0.607 5.072 3.911
H -1.270 3.475 3.529
C -0.841 4.954 -1.120
P -0.132 3.475 -1.941
C 1.656 3.887 -1.885
C -0.506 3.881 -3.693
H -0.457 5.857 -1.596
H -0.571 4.957 -0.065
H -1.928 4.941 -1.201
H 1.838 4.853 -2.358
H 2.236 3.111 -2.388
H 1.984 3.924 -0.846
H -0.204 4.909 -3.894
H -1.574 3.777 -3.885
H 0.029 3.210 -4.364
*
```

Results of the Löwdin charge analysis, in e, for atoms 1 through 5:
1 La 1.175
2 C -0.023
3 C -0.275
4 N -0.088
5 N -0.045

---

Record 7
Below is a 13-piece molecular cluster, C4H33NO14 overall at a distorted geometry, with properties calculated with ωB97M-V/def2-TZVPD.

The value obtained for the largest force on an atom is 4.915 eV/Å. The lowest unoccupied orbital energy comes out at 0.14 eV. For the HOMO energy, the calculation gives -9.441 eV. The energy relative to the best compared isomer or geometry (same formula, charge and spin) comes out at 83.92 kcal per mole. As for the total energy: -34838.82033 eV.

```
! wB97M-V def2-TZVPD RIJCOSX def2/J DEFGRID3
* xyz 0 1
C -1.616 -1.826 -0.079
C -1.231 -1.495 -1.477
N -0.557 -0.356 -1.766
C -0.499 0.859 -0.952
C 0.930 1.277 -0.642
O 1.097 2.707 -0.639
O -1.525 -2.250 -2.409
H -1.726 -0.959 0.556
H -2.388 -2.575 0.118
H -0.822 -2.411 0.385
H -0.233 -0.304 -2.717
H -1.059 1.545 -1.556
H -1.043 0.694 -0.049
H 1.673 0.920 -1.349
H 1.240 0.982 0.350
H 1.005 3.032 -1.536
H 1.882 -5.275 -3.366
H 1.816 -5.191 -1.799
O 2.411 -5.211 -2.556
H -3.075 1.860 0.604
H -3.858 1.451 -0.670
O -3.053 1.942 -0.339
H 2.946 -2.778 -1.614
H 3.820 -3.991 -2.157
O 3.839 -3.223 -1.660
H 2.982 0.654 3.620
H 3.137 0.802 2.143
O 3.282 0.219 2.901
H 3.363 -3.718 0.108
H 3.359 -4.214 1.608
O 2.769 -3.747 0.954
H 0.409 -0.149 4.225
H 0.416 -0.643 2.816
O 0.130 0.160 3.385
H -4.919 -1.339 -0.952
H -4.522 -0.508 -2.114
O -4.963 -0.422 -1.272
H -0.690 3.628 -2.140
H 0.355 4.214 -2.988
O -0.111 3.415 -2.915
H -2.513 4.017 -0.795
H -1.258 3.464 -0.083
O -1.554 4.053 -0.779
H -1.468 0.890 2.788
H -1.482 2.514 2.636
O -2.064 1.631 2.543
H 0.241 3.266 0.986
H 0.097 4.559 1.786
O -0.338 3.764 1.706
H 2.306 -1.360 2.649
H 1.553 -2.577 1.843
O 1.507 -1.997 2.655
*
```

Results of the natural (NBO) charge analysis, in e, for atoms 1 through 5:
1 C -0.730
2 C 0.664
3 N -0.605
4 C -0.270
5 C -0.077

---

Record 8
Below is a 2-piece molecular cluster, C4H12P2S overall at a distorted geometry, with properties calculated with ωB97M-V/def2-TZVPD.

The value obtained for the largest force on an atom is 4.107 eV/Å. The lowest unoccupied orbital energy (alpha / beta) comes out at 1.07 / -2.16 eV. For the HOMO energy (alpha / beta), the calculation gives -7.795 / -8.938 eV. As for the total energy: -33752.28423 eV.

```
! wB97M-V def2-TZVPD RIJCOSX def2/J DEFGRID3
* xyz 0 3
C -2.426 -1.060 0.727
C -1.613 0.170 -1.380
C 1.561 -0.219 1.711
C 2.292 0.991 -0.747
P -1.666 0.602 0.407
P 1.533 -0.635 -0.131
S -3.254 1.870 0.518
H -3.210 -1.087 0.024
H -2.814 -1.323 1.672
H -1.657 -1.662 0.294
H -1.361 0.822 -2.150
H -2.686 -0.094 -1.732
H -1.012 -0.866 -1.373
H 0.578 -0.541 1.939
H 2.380 -0.721 2.176
H 1.868 0.818 1.817
H 3.298 0.928 -0.901
H 1.787 1.287 -1.627
H 2.227 1.730 0.074
*
```

Results of the natural (NBO) charge analysis, in e, for atoms 1 through 5:
1 C -0.907
2 C -0.961
3 C -0.941
4 C -0.930
5 P 0.720